Record 1
DFT (ωB97M-V/def2-TZVPD) results for one molecule with the formula C13H10O.

LUMO in eV: 0.0
SMILES: O=Cc1ccccc1-c1ccccc1
HOMO energy in eV: -8.7

Last column: Mulliken charge in e.
Geometry (Å):
O -0.37119 2.42072 -0.69086  -0.473
C 0.71178 2.27841 -0.22423  -0.097
C 1.26715 0.94467 0.05495  0.607
C 2.68531 0.95633 0.17099  -0.573
C 3.48602 -0.16256 0.16161  -0.853
C 2.78726 -1.39172 0.02006  -0.401
C 1.44894 -1.52069 -0.31562  -0.406
C 0.65316 -0.29867 -0.26264  0.729
C -0.78858 -0.43293 -0.06820  0.581
C -1.27620 -0.19962 1.20437  -0.345
C -2.67301 0.00049 1.32474  -0.591
C -3.52841 0.03250 0.15088  -0.550
C -2.95055 -0.34200 -1.02186  -0.654
C -1.61712 -0.60153 -1.15150  -0.170
H 1.48386 2.99205 0.24137  0.243
H 3.23653 1.95550 -0.01787  0.114
H 4.56581 -0.22356 0.20488  0.391
H 3.17915 -2.43061 0.03080  0.274
H 1.05428 -2.47942 -0.74984  0.327
H -0.80601 -0.35225 2.16160  0.407
H -3.03543 0.48200 2.21464  0.344
H -4.52584 0.33927 0.22845  0.479
H -3.71334 -0.71628 -1.73328  0.277
H -1.27355 -1.25008 -1.93344  0.340

---

Record 2
DFT (ωB97M-V/def2-TZVPD) results for a 4-piece molecular cluster, H8O4 overall.

LUMO in eV: 0.3
SMILES: O.O.O.O
HOMO energy in eV: -11.3

Last column: Mulliken charge in e.
Geometry (Å):
O -2.12027 -0.33848 0.17583  -0.736
H -3.12204 -0.23923 -0.39197  0.344
H -1.53694 0.42798 0.19076  0.334
O 0.47805 -1.72282 -0.30482  -0.758
H -0.33997 -1.13230 -0.04116  0.405
H 0.65710 -2.44825 0.48810  0.371
O 2.15607 0.34133 0.26162  -0.751
H 1.57832 -0.48841 0.03150  0.433
H 2.52964 0.39687 -0.65275  0.337
O -0.24388 1.92847 -0.28454  -0.734
H 0.49375 1.39515 -0.34592  0.349
H -0.52982 1.87967 0.87333  0.405

---

Record 3
DFT (ωB97M-V/def2-TZVPD) results for C48H59AsBrN3S2Si2TeTl as an isolated structure.

LUMO in eV: -4.0
HOMO energy in eV: -10.1
Charge: +1

Last column: Mulliken charge in e.
Geometry (Å):
Tl -0.65750 0.29894 -0.29157  1.257
C -0.26859 -2.37416 -2.58544  -1.242
N -1.43787 -1.91941 -1.82184  2.258
C -2.56081 -1.58238 -2.71342  -1.731
C -3.31912 -0.30197 -2.36050  -1.276
N -2.45638 0.85954 -2.18734  1.502
C -1.69979 1.19080 -3.40457  -1.012
C -3.14505 2.02747 -1.70706  -0.218
C -4.50622 2.21800 -1.93160  -0.412
C -5.15628 3.36651 -1.51502  -0.891
C -4.45296 4.35243 -0.83977  -0.809
C -3.11019 4.16534 -0.57466  -0.937
C -2.43938 3.02105 -1.01011  0.649
S -0.73149 2.90222 -0.63401  -0.175
C -1.87871 -2.85679 -0.79747  -1.730
C -1.71542 -4.37762 -1.02098  -1.339
C -2.28254 -5.23777 0.06874  -0.426
C -3.94038 -4.31654 1.98974  -1.220
C -3.58207 -2.83218 1.89981  -0.519
C -2.33257 -2.23432 1.19184  0.580
S -2.07851 -0.53713 1.74416  0.000
H -0.53135 -3.13206 -3.33049  0.348
H 0.48330 -2.77802 -1.91363  0.226
H 0.16941 -1.52242 -3.10830  0.021
H -3.30021 -2.38945 -2.70654  0.294
H -2.17755 -1.50557 -3.73067  0.801
H -3.86835 -0.44124 -1.43213  0.787
H -4.02995 -0.14985 -3.18333  0.451
H -0.98690 1.98268 -3.17742  0.103
H -2.36736 1.53373 -4.20282  0.256
H -1.15104 0.31614 -3.75412  0.304
H -5.08011 1.47356 -2.46524  0.396
H -6.20842 3.48558 -1.73486  0.432
H -4.95187 5.25667 -0.51857  0.422
H -2.54842 4.91096 -0.02719  0.499
H -1.43441 -4.80218 -1.97473  0.404
H -2.04566 -6.27553 -0.14849  0.644
H -4.22878 -4.76827 2.92877  0.470
H -3.93015 -2.25301 2.75032  0.695
C -6.13137 -4.65135 0.37325  -1.561
C -4.72239 -4.22558 0.66624  0.204
C -3.58227 -5.17320 0.80897  -0.176
C -1.01378 -4.50002 0.33274  -1.379
C -1.12919 -2.98343 0.55385  0.569
Br 0.67178 -2.28488 0.77889  0.100
N -3.03026 -2.26562 -0.11104  0.998
C -4.28478 -2.76222 0.52556  -0.817
H -6.35739 -5.58689 0.88526  0.411
H -6.28220 -4.80170 -0.69755  0.292
H -6.83539 -3.89214 0.71665  0.391
H -3.96401 -6.17794 0.96294  0.621
H -0.10691 -5.02174 0.60085  0.540
H -5.10157 -2.06590 0.33909  0.579
C 1.01063 4.27945 -3.75457  -0.743
Si 2.61345 3.29964 -3.81396  0.123
C 3.96231 3.93825 -2.66535  -1.084
C 3.24891 3.24092 -5.58810  -1.117
C 2.28799 1.46210 -3.37271  -0.176
Te 2.13561 1.10697 -1.25482  0.010
C 3.84653 -0.19420 -1.13475  -0.827
Si 4.10813 -1.79028 -2.16648  0.400
C 3.27270 -1.76151 -3.86153  -0.865
C 3.43019 -3.29767 -1.25564  -0.891
C 5.98416 -1.90600 -2.31226  -1.176
H 1.21739 5.33921 -3.91831  0.440
H 0.49123 4.18468 -2.80138  0.097
H 0.33638 3.95965 -4.55209  0.289
H 4.20858 4.97669 -2.89132  0.385
H 4.87711 3.35231 -2.78022  0.314
H 3.66055 3.88596 -1.61787  0.342
H 3.41126 4.25169 -5.96744  0.351
H 2.53519 2.75168 -6.25327  0.343
H 4.19726 2.70543 -5.65732  0.318
H 3.13147 0.86136 -3.70444  0.003
H 1.38825 1.09965 -3.86937  0.308
H 3.88751 -0.45735 -0.07396  0.375
H 4.69281 0.47052 -1.32233  0.589
H 2.23874 -1.42094 -3.78788  0.079
H 3.25864 -2.77403 -4.27017  0.424
H 3.79015 -1.12963 -4.58456  0.411
H 2.37283 -3.45167 -1.47175  0.167
H 3.54310 -3.22420 -0.17306  0.252
H 3.95896 -4.19457 -1.58419  0.416
H 6.41565 -1.02856 -2.79710  0.332
H 6.28181 -2.78096 -2.89323  0.332
H 6.44430 -1.99948 -1.32647  0.327
C -1.23709 -1.58497 5.89230  -0.620
C -1.49180 -0.22546 5.79191  -0.720
C -0.77374 0.55599 4.89907  -0.005
C 0.22262 -0.01100 4.11399  0.633
C 0.52677 -1.35795 4.27894  -0.201
C -0.20969 -2.14749 5.14723  -0.789
As 1.07813 0.98871 2.64857  0.381
C 0.72877 2.78437 3.28591  -0.586
C -0.42465 3.52612 3.08760  0.164
C -0.53767 4.78711 3.65681  -0.790
C 0.51078 5.30428 4.40569  -0.880
C 1.67472 4.57391 4.59051  -0.413
C 1.79317 3.30554 4.03399  0.399
C 2.94690 2.40118 4.17787  0.376
C 4.10435 2.65919 4.90390  -0.561
C 5.08599 1.68594 5.01258  -0.802
C 4.92815 0.45095 4.39898  -0.720
C 3.78910 0.19347 3.64887  -0.473
C 2.80414 1.16125 3.54199  -0.022
H -1.82851 -2.20089 6.55759  0.413
H -2.25991 0.22892 6.40476  0.428
H -1.00208 1.61015 4.80672  0.363
H 1.34567 -1.79796 3.72414  0.276
H 0.01329 -3.20322 5.24153  0.450
H -1.24011 3.11531 2.50266  0.619
H -1.44347 5.36329 3.52103  0.450
H 0.41699 6.28329 4.85699  0.396
H 2.48625 4.98797 5.17463  0.412
H 4.23831 3.61225 5.39918  0.403
H 5.97606 1.89186 5.59230  0.402
H 5.68792 -0.31113 4.51314  0.434
H 3.66027 -0.76720 3.16126  0.408

---

Record 4
DFT (ωB97M-V/def2-TZVPD) results for one molecule with the formula C5H9NO.

LUMO in eV: 0.7
HOMO energy in eV: -10.7

Last column: Mulliken charge in e.
Geometry (Å):
C 2.08665 -0.06022 0.05137  -1.296
C 0.67194 0.21562 0.55111  -0.310
C -0.40734 -0.21880 -0.43558  0.101
O -0.35623 -1.60112 -0.73865  -0.524
C -1.81949 -0.05660 0.13473  -0.698
C -2.19812 2.26801 -0.00046  -0.010
N -2.04938 1.28470 0.64606  -0.204
H 2.27841 0.43561 -0.90825  0.331
H 2.82689 0.30833 0.76667  0.361
H 2.27053 -1.13411 -0.07291  0.339
H 0.55065 1.28719 0.74953  0.346
H 0.49576 -0.31240 1.49644  0.265
H -0.30626 0.37923 -1.36194  0.256
H 0.48911 -1.78918 -1.16064  0.326
H -1.98414 -0.76243 0.94145  0.374
H -2.54898 -0.24383 -0.65893  0.342

---

Repeat the fourth record exactly.
DFT (ωB97M-V/def2-TZVPD) results for one molecule with the formula C5H9NO.

LUMO in eV: 0.7
HOMO energy in eV: -10.7

Last column: Mulliken charge in e.
Geometry (Å):
C 2.08665 -0.06022 0.05137  -1.296
C 0.67194 0.21562 0.55111  -0.310
C -0.40734 -0.21880 -0.43558  0.101
O -0.35623 -1.60112 -0.73865  -0.524
C -1.81949 -0.05660 0.13473  -0.698
C -2.19812 2.26801 -0.00046  -0.010
N -2.04938 1.28470 0.64606  -0.204
H 2.27841 0.43561 -0.90825  0.331
H 2.82689 0.30833 0.76667  0.361
H 2.27053 -1.13411 -0.07291  0.339
H 0.55065 1.28719 0.74953  0.346
H 0.49576 -0.31240 1.49644  0.265
H -0.30626 0.37923 -1.36194  0.256
H 0.48911 -1.78918 -1.16064  0.326
H -1.98414 -0.76243 0.94145  0.374
H -2.54898 -0.24383 -0.65893  0.342

---

Among the records above, which one has the lowest HOMO energy?
H8O4